Record 1
{"formula": "C26H31N2O4", "method": "ωB97M-V with the def2-TZVPD basis set", "species": ["C", "H", "H", "O", "C", "C", "C", "C", "C", "C", "H", "H", "N", "C", "C", "C", "H", "C", "H", "H", "C", "H", "H", "C", "C", "H", "H", "H", "N", "H", "C", "H", "H", "H", "H", "C", "O", "C", "C", "C", "C", "C", "C", "C", "C", "H", "O", "C", "H", "H", "H", "O", "C", "H", "H", "H", "H", "H", "H", "H", "H", "H", "H"], "xyz": [[3.182543, 5.255538, 1.081454], [3.035808, 6.319098, 1.258989], [4.049355, 5.114541, 0.428868], [1.995112, 4.806630, 0.466900], [1.880701, 3.504434, 0.130482], [2.858039, 2.532923, 0.333027], [2.621961, 1.223630, -0.046807], [1.416529, 0.861500, -0.630193], [0.447081, 1.834759, -0.861632], [0.674621, 3.135032, -0.476414], [-0.067049, 3.898913, -0.642980], [-0.484895, 1.566952, -1.335261], [1.238043, -0.484662, -1.031812], [2.191615, -1.088948, -1.878321], [2.679475, -2.289227, -1.555861], [3.010787, -3.216916, -2.684562], [2.958970, -4.253252, -2.350587], [4.309397, -2.905600, -3.443537], [5.004400, -2.386270, -2.787132], [4.795203, -3.817192, -3.785985], [3.871354, -2.023994, -4.621884], [4.473395, -1.123404, -4.712120], [3.948266, -2.562541, -5.565687], [2.413896, -1.690710, -4.307076], [2.278085, -0.547694, -3.283713], [3.125224, 0.135539, -3.369099], [1.376987, 0.036354, -3.482894], [1.831989, -1.465249, -5.201848], [1.906400, -2.930316, -3.664701], [1.036808, -2.673942, -3.089178], [1.597082, -4.026445, -4.582218], [1.208899, -4.870770, -4.015776], [0.835788, -3.709233, -5.292323], [2.485652, -4.340761, -5.125335], [2.601057, -2.679118, -0.555296], [0.029010, -1.159091, -1.122536], [-0.099698, -2.053404, -1.978845], [-1.030609, -0.842703, -0.198211], [-0.851898, -0.293154, 1.021897], [-1.860230, -0.031265, 2.007850], [-1.473802, 0.529708, 3.226504], [-2.401090, 0.809786, 4.210651], [-3.748741, 0.536688, 4.011233], [-4.161812, -0.033242, 2.774032], [-3.224818, -0.305802, 1.802628], [-3.536259, -0.738236, 0.867188], [-5.491409, -0.261969, 2.669827], [-5.991733, -0.827570, 1.482123], [-5.799902, -0.183053, 0.618139], [-7.065936, -0.916885, 1.631998], [-5.568444, -1.820739, 1.300283], [-4.732087, 0.763148, 4.896930], [-4.413253, 1.318888, 6.152807], [-3.735615, 0.671051, 6.716824], [-5.359571, 1.400521, 6.684035], [-3.968637, 2.313190, 6.049401], [-2.067363, 1.243667, 5.139212], [-0.432178, 0.752125, 3.403624], [0.152619, -0.023344, 1.323082], [-1.997940, -1.198490, -0.520036], [3.380444, 0.472089, 0.117239], [3.803379, 2.780900, 0.787427], [3.355348, 4.750122, 2.036229]], "atomic_forces_ev_per_a": [[0.235, 0.094, 0.120], [0.059, -0.085, 0.006], [-0.037, -0.011, 0.022], [-0.291, -0.104, -0.146], [-0.043, -0.210, -0.052], [0.054, 0.408, 0.077], [-0.342, -0.181, -0.103], [0.288, 0.514, 0.081], [0.171, 0.007, -0.062], [0.129, 0.130, 0.101], [-0.107, 0.103, -0.028], [-0.079, 0.020, -0.035], [-0.035, -0.569, 0.050], [0.430, -0.430, -0.109], [0.109, 0.578, -0.054], [0.421, -0.106, 0.505], [-0.130, 0.059, -0.090], [0.131, -0.151, -0.047], [-0.023, -0.063, 0.025], [0.028, 0.001, 0.000], [-0.070, -0.040, -0.105], [-0.069, 0.042, -0.049], [0.015, 0.001, -0.005], [0.342, 0.645, -0.469], [-0.178, 0.056, 0.155], [-0.017, -0.008, -0.116], [0.044, -0.028, 0.000], [-0.047, -0.106, 0.110], [-0.747, -0.014, 0.273], [0.480, -0.139, -0.270], [-0.106, -0.462, -0.420], [0.042, 0.050, 0.057], [0.030, 0.073, 0.027], [0.032, 0.041, 0.024], [-0.168, -0.049, 0.159], [0.295, -0.130, -0.028], [-0.417, 0.206, 0.150], [-0.437, 0.068, 0.509], [0.247, -0.349, -0.649], [-0.311, 0.262, 0.753], [0.045, -0.222, -0.576], [-0.443, 0.054, 0.291], [0.094, -0.034, -0.107], [-0.084, 0.018, 0.078], [-0.063, 0.015, 0.058], [-0.126, -0.055, -0.097], [0.253, 0.159, 0.298], [-0.085, -0.104, -0.221], [0.011, -0.022, 0.033], [0.079, -0.014, -0.060], [0.002, 0.042, 0.008], [-0.005, -0.175, -0.435], [0.099, 0.140, 0.305], [-0.022, 0.020, -0.044], [0.103, 0.009, -0.016], [-0.012, -0.049, -0.015], [-0.021, 0.037, 0.102], [0.124, 0.019, 0.004], [0.071, 0.033, 0.007], [-0.091, 0.015, -0.030], [0.069, -0.078, 0.039], [0.082, 0.067, 0.047], [-0.010, 0.003, -0.041]], "mulliken_charge": [-0.857, 0.247, 0.341, -0.456, 0.817, -0.473, -0.241, -0.974, 0.217, -0.943, 0.489, 0.549, 0.654, -0.378, -1.046, 0.120, 0.651, -0.872, 0.432, 0.344, -0.983, 0.416, 0.388, -0.060, -0.897, 0.357, 0.365, 0.529, 0.244, 0.211, -0.798, 0.341, 0.328, 0.390, 0.489, 0.506, -0.841, -1.373, 0.552, 0.124, -1.245, -0.610, 0.897, 1.011, -0.484, 0.433, -0.468, -0.904, 0.358, 0.236, 0.356, -0.409, -0.938, 0.374, 0.240, 0.374, 0.398, 0.392, 0.419, 0.376, 0.489, 0.449, 0.346], "relative_energy_kj_mol": 0.0, "smiles": "COc1ccc(N(C(=O)/C=C/c2ccc(OC)c(OC)c2)C2=C[C@@H]3CC[C@H](C2)[N@H+]3C)cc1", "e_homo_ha": -0.3654, "total_charge": 1, "e_tot_ha": -1419.55304, "orbital_gap_ev": 7.38}

***

Record 2
{"formula": "C26H31N2O5", "method": "ωB97M-V with the def2-TZVPD basis set", "species": ["C", "H", "H", "H", "O", "C", "C", "C", "C", "C", "C", "C", "N", "H", "C", "H", "C", "N", "C", "O", "C", "O", "C", "C", "C", "C", "C", "C", "C", "C", "C", "C", "H", "H", "H", "H", "H", "H", "H", "H", "H", "C", "C", "H", "H", "H", "H", "H", "H", "H", "H", "H", "H", "O", "C", "H", "H", "H", "O", "C", "H", "H", "H", "H"], "xyz": [[4.270195, 0.009975, 0.177849], [4.050413, -1.059119, 0.247398], [5.050895, 0.167196, -0.564095], [4.612835, 0.380057, 1.146771], [3.153124, 0.739085, -0.287918], [2.042713, 0.822628, 0.508916], [1.854234, 0.085192, 1.670258], [0.690165, 0.181554, 2.425525], [-0.336243, 1.050991, 1.994255], [-0.122157, 1.792395, 0.840659], [1.045833, 1.708624, 0.095442], [1.233857, 2.589024, -1.105172], [0.573729, 2.011584, -2.312739], [-0.311155, 1.565902, -1.986204], [1.341264, 0.905182, -2.917365], [1.682479, 0.242566, -2.123412], [0.418946, 0.163420, -3.911799], [-0.674105, 1.030055, -4.285611], [-1.975047, 0.939681, -3.862774], [-2.800202, 1.754757, -4.193746], [-2.280323, -0.171099, -2.865285], [-1.386679, 0.059572, -1.775442], [-1.612180, -0.708336, -0.628005], [-0.636128, -1.580666, -0.230665], [-0.791939, -2.327012, 0.953735], [0.185996, -3.242634, 1.392804], [0.003822, -3.956521, 2.544486], [-1.158262, -3.781192, 3.312217], [-2.126353, -2.904367, 2.909447], [-1.974144, -2.159746, 1.721213], [-2.957416, -1.252773, 1.274142], [-2.787019, -0.539557, 0.123040], [-3.534718, 0.165029, -0.206631], [-3.853173, -1.123742, 1.862384], [-3.026456, -2.773732, 3.492220], [-1.281855, -4.350402, 4.220752], [0.751859, -4.663222, 2.872464], [1.078406, -3.375399, 0.796920], [0.263317, -1.699599, -0.817924], [-2.132927, -1.171854, -3.290333], [-3.324692, -0.072442, -2.556626], [-0.197724, 2.347114, -4.644482], [0.273360, 3.036558, -3.342495], [-0.509446, 3.691447, -2.956757], [1.174207, 3.627422, -3.518479], [0.613695, 2.249778, -5.367118], [-1.015014, 2.905508, -5.102033], [0.980066, -0.093723, -4.816546], [0.041928, -0.758713, -3.478694], [2.215788, 1.327178, -3.415901], [0.780605, 3.563640, -0.915097], [2.296221, 2.716127, -1.320015], [-0.906541, 2.473234, 0.549088], [-1.544312, 1.252441, 2.572347], [-1.818844, 0.818588, 3.890912], [-2.811837, 1.208528, 4.110471], [-1.823478, -0.269329, 3.966588], [-1.102500, 1.231238, 4.603654], [0.494369, -0.527532, 3.564277], [1.560217, -1.267452, 4.117177], [2.426482, -0.630827, 4.318771], [1.848641, -2.100571, 3.470678], [1.176811, -1.662614, 5.055887], [2.626396, -0.589097, 1.996615]], "atomic_forces_ev_per_a": [[0.237, -0.130, 0.033], [-0.007, 0.028, 0.018], [-0.011, -0.054, 0.087], [-0.026, -0.004, -0.007], [-0.329, 0.179, 0.034], [-0.236, 0.143, -0.072], [0.260, -0.096, -0.031], [-0.158, 0.187, 0.041], [0.121, 0.041, -0.076], [0.210, -0.214, 0.299], [0.206, -0.128, -0.115], [0.265, 0.071, 0.671], [-0.272, -0.030, 0.129], [0.252, 0.181, -0.075], [0.229, -0.663, -0.203], [-0.004, 0.115, -0.022], [0.084, -0.266, -0.014], [0.130, 0.053, -0.270], [-0.020, -0.359, 0.163], [-0.316, 0.173, 0.072], [-0.322, -0.094, -0.173], [-0.112, -0.027, 0.297], [0.396, -0.378, 0.071], [-0.215, 0.284, -0.335], [-0.329, 0.027, 0.154], [0.095, -0.152, 0.138], [0.175, 0.054, -0.252], [-0.270, 0.107, 0.111], [0.084, -0.150, 0.136], [0.271, -0.045, -0.155], [-0.026, 0.065, -0.206], [-0.094, 0.048, -0.038], [-0.098, 0.106, -0.010], [-0.111, 0.040, 0.063], [-0.096, -0.001, 0.075], [-0.054, -0.046, 0.084], [0.081, -0.057, -0.005], [0.094, -0.034, -0.049], [0.100, 0.018, -0.100], [0.042, 0.064, 0.080], [0.175, 0.036, -0.078], [-0.151, 0.197, -0.088], [-0.217, 0.429, -0.596], [0.093, -0.082, 0.106], [-0.016, -0.044, 0.155], [-0.016, 0.015, 0.042], [0.202, -0.006, 0.058], [-0.008, 0.006, 0.146], [0.055, 0.066, -0.030], [-0.052, 0.086, 0.116], [-0.002, -0.049, -0.167], [-0.140, 0.067, -0.138], [-0.160, 0.153, -0.029], [0.103, 0.009, -0.253], [-0.218, -0.067, 0.426], [0.062, -0.019, 0.026], [-0.017, 0.106, 0.012], [-0.036, -0.027, -0.025], [-0.246, 0.255, -0.373], [0.240, -0.153, 0.127], [-0.033, 0.004, -0.017], [-0.005, 0.066, 0.024], [0.073, -0.012, -0.051], [0.087, -0.097, 0.057]], "mulliken_charge": [-1.017, 0.354, 0.281, 0.353, -0.493, 0.019, -0.116, 0.859, -0.568, 0.060, 0.614, -1.463, 0.666, 0.053, 0.149, -0.172, -1.149, -0.081, 1.052, -0.606, -1.101, -0.255, -0.378, 0.521, -0.003, -0.731, -0.689, -0.630, -0.500, 0.846, -1.393, -0.262, 0.502, 0.443, 0.469, 0.431, 0.439, 0.431, 0.312, 0.356, 0.507, -1.028, -0.477, 0.468, 0.447, 0.347, 0.441, 0.505, 0.292, 0.569, 0.552, 0.490, 0.501, -0.439, -0.725, 0.289, 0.157, 0.323, -0.358, -1.143, 0.409, 0.356, 0.261, 0.653], "relative_energy_kj_mol": 0.0, "smiles": "COc1cc(OC)c(OC)cc1C[NH+]1CCN(C(=O)COc2ccc3ccccc3c2)CC1", "e_homo_ha": -0.3853, "total_charge": 1, "e_tot_ha": -1494.82371, "orbital_gap_ev": 8.46}